Here is 2 unconnected molecules or ions with the total composition C4H11N3O2 in a non-equilibrium geometry from the Open Molecules 2025 dataset. Energies are from ωB97M-V with the def2-TZVPD basis set.

Values from the calculation:
**Gap between HOMO and LUMO**: 0.3652 Ha
**Maximum force**: 1.66 eV/Å
**Calculated total energy**: -473.76934 a.u.
**HOMO level**: -9.067 eV
**SMILES**: [H]/N=C(/N)NC.CC(=O)O
**LUMO level**: 0.872 eV
**Relative energy (zero: lowest compared OMol25 entry of this formula, charge and spin)**: 20.98 kcal per mole

The geometry in ORCA input format:
```
! RIJCOSX wB97M-V def2-TZVPD def2/J DEFGRID3
* xyz 0 1
H 0.468 -1.016 -1.121
N -0.247 -0.810 -0.444
C 0.004 -0.717 0.791
N -1.028 -0.474 1.688
N 1.266 -0.937 1.361
C 1.922 -2.190 1.035
H -1.721 0.149 1.301
H -0.693 -0.114 2.565
H 1.312 -0.664 2.330
H 2.780 -2.339 1.684
H 2.192 -2.231 0.007
H 1.239 -3.056 1.096
C -0.465 1.930 -2.211
C -0.971 1.950 -0.804
O -0.437 2.420 0.156
O -2.244 1.466 -0.668
H 0.560 2.177 -2.202
H -0.907 2.811 -2.688
H -0.616 0.978 -2.691
H -2.414 0.669 -1.185
*
```

Results of the natural (NBO) charge analysis, in e, for atoms 1 through 8: H 0.356; N -0.827; C 0.605; N -0.807; N -0.640; C -0.404; H 0.405; H 0.366

=====

Here is 2 unconnected molecules or ions with the total composition C4H11N3O2 in a non-equilibrium geometry from the Open Molecules 2025 dataset. Energies are from ωB97M-V with the def2-TZVPD basis set.

Values from the calculation:
**Gap between HOMO and LUMO**: 0.3259 Ha
**Maximum force**: 1.93 eV/Å
**Calculated total energy**: -473.73180 a.u.
**HOMO level**: -8.310 eV
**SMILES**: [H]/N=C(/N)NC.CC(=O)O
**LUMO level**: 0.558 eV
**Relative energy (zero: lowest compared OMol25 entry of this formula, charge and spin)**: 44.53 kcal per mole

The geometry in ORCA input format:
```
! RIJCOSX wB97M-V def2-TZVPD def2/J DEFGRID3
* xyz 0 1
H 1.320 2.469 2.012
N 1.368 1.773 2.739
C 0.816 0.665 2.620
N 0.951 -0.271 3.649
N 0.052 0.209 1.495
C -1.281 0.810 1.436
H 1.883 -0.595 3.870
H 0.270 -0.910 4.029
H 0.586 -0.057 0.683
H -1.798 0.353 2.282
H -1.851 0.528 0.561
H -1.253 1.890 1.483
C -0.939 -1.424 -3.364
C 0.129 -0.358 -3.264
O -0.009 0.802 -2.978
O 1.363 -0.891 -3.442
H -0.437 -2.276 -3.777
H -1.662 -1.030 -4.071
H -1.512 -1.516 -2.443
H 2.005 -0.171 -3.521
*
```

Results of the natural (NBO) charge analysis, in e, for atoms 1 through 8: H 0.352; N -0.667; C 0.572; N -0.880; N -0.723; C -0.402; H 0.390; H 0.391